# 1
Entry from the Open Molecules 2025 dataset: C46H63FN5O3Pb as an isolated structure (ωB97M-V with the def2-TZVPD basis set).

E_LUMO (alpha / beta): -3.36 / -4.69 eV
electronic energy: -2582.620569 a.u.
Kohn-Sham gap (alpha / beta): 7.420 / 5.205 eV
energy above the lowest of the compared OMol25 structures with the same formula, charge and spin: 1.1370 eV
total charge: +1

The geometry in XYZ format:
```
119
C46H63FN5O3Pb (ωB97M-V with the def2-TZVPD basis set)
Pb 0.653 0.405 0.620
C 0.387 -2.344 2.502
N -0.525 -1.761 1.521
C -1.739 -1.337 2.215
C -0.845 -2.751 0.489
C -1.577 -2.174 -0.722
N -0.808 -1.163 -1.444
C -1.659 -0.467 -2.429
C -3.015 0.036 -1.985
C -4.141 -0.290 -2.728
C -5.394 0.233 -2.424
C -5.511 1.044 -1.304
C -4.428 1.383 -0.494
C -3.199 0.875 -0.892
O -2.024 1.150 -0.114
C -4.581 2.219 0.771
C -3.663 3.453 0.720
C -4.232 1.335 1.979
C -6.022 2.701 0.965
C -6.575 -0.084 -3.331
C -6.256 0.449 -4.736
C -6.797 -1.602 -3.380
C -7.879 0.559 -2.852
C 0.290 -1.821 -2.173
C 1.198 -0.897 -2.937
C 1.233 -0.928 -4.310
C 2.140 -0.146 -5.028
C 2.872 0.807 -4.311
C 2.861 0.911 -2.937
C 2.124 -0.086 -2.198
O 2.315 -0.331 -0.955
C 3.622 2.017 -2.221
C 2.614 2.818 -1.383
C 4.295 2.991 -3.195
C 4.710 1.436 -1.308
C 2.375 -0.317 -6.514
C 1.939 0.945 -7.270
C 3.879 -0.552 -6.729
C 1.629 -1.521 -7.096
H -0.048 -3.244 2.955
H 0.575 -1.616 3.288
H 1.332 -2.607 2.030
H -2.183 -2.172 2.768
H -2.464 -0.962 1.501
H -1.496 -0.535 2.909
H -1.481 -3.537 0.922
H 0.086 -3.222 0.174
H -2.511 -1.713 -0.398
H -1.837 -3.017 -1.384
H -1.840 -1.139 -3.282
H -1.077 0.379 -2.811
H -4.020 -0.941 -3.580
H -6.474 1.442 -1.049
H -2.658 3.229 1.067
H -4.059 4.234 1.364
H -3.606 3.852 -0.292
H -3.171 1.118 2.025
H -4.790 0.400 1.932
H -4.506 1.845 2.898
H -6.336 3.354 0.154
H -6.083 3.265 1.894
H -6.709 1.862 1.046
H -5.397 -0.057 -5.166
H -6.042 1.515 -4.696
H -7.104 0.295 -5.397
H -5.934 -2.126 -3.778
H -7.649 -1.826 -4.015
H -7.004 -1.984 -2.383
H -7.804 1.644 -2.817
H -8.161 0.184 -1.870
H -8.679 0.306 -3.544
H -0.128 -2.568 -2.868
H 0.908 -2.337 -1.437
H 0.571 -1.602 -4.830
H 3.488 1.483 -4.877
H 1.794 3.173 -2.004
H 3.101 3.675 -0.926
H 2.204 2.204 -0.581
H 3.568 3.457 -3.856
H 5.057 2.494 -3.792
H 4.785 3.782 -2.630
H 4.282 0.774 -0.563
H 5.227 2.246 -0.798
H 5.440 0.879 -1.892
H 2.484 1.820 -6.928
H 0.875 1.125 -7.133
H 2.133 0.818 -8.332
H 4.466 0.312 -6.432
H 4.077 -0.748 -7.780
H 4.212 -1.410 -6.148
H 0.551 -1.390 -7.044
H 1.907 -2.436 -6.577
H 1.898 -1.637 -8.143
F -0.189 1.130 2.472
O -0.889 2.623 -1.467
C -1.088 1.855 -0.589
C 3.438 0.896 4.314
C 2.604 1.166 3.240
N 2.570 0.385 2.170
C 3.363 -0.676 2.108
C 4.204 -1.051 3.148
C 4.229 -0.237 4.280
C 4.957 -2.308 3.067
C 6.282 -2.394 2.967
C 7.160 -1.238 2.859
C 8.530 -1.342 3.110
C 9.275 -0.180 2.991
N 8.725 0.972 2.642
C 7.425 0.968 2.418
N 6.618 -0.068 2.513
H 3.446 1.551 5.170
H 1.925 2.004 3.242
H 3.336 -1.235 1.185
H 4.860 -0.501 5.117
H 4.357 -3.208 3.108
H 6.768 -3.358 2.952
H 8.980 -2.280 3.393
H 10.341 -0.163 3.176
H 6.979 1.910 2.130
```

Löwdin population analysis, charges in e, atoms 1 to 5: 1.57, -0.09, -0.34, -0.09, -0.18

***

# 2
Entry from the Open Molecules 2025 dataset: C46H57CuF3N2O3SSb3 as an isolated structure (ωB97M-V with the def2-TZVPD basis set).

⟨S²⟩: 0.770
E_LUMO (alpha / beta): -2.41 / -5.15 eV
electronic energy: -5181.063698 a.u.
multiplicity: 2
Kohn-Sham gap (alpha / beta): 7.918 / 5.153 eV
energy above the lowest of the compared OMol25 structures with the same formula, charge and spin: 1.3861 eV
total charge: +1

The geometry in XYZ format:
```
116
C46H57CuF3N2O3SSb3 (ωB97M-V with the def2-TZVPD basis set)
Cu -0.327 -0.400 0.118
C 5.515 0.446 -0.132
Sb 3.861 -0.835 0.350
C 3.327 -1.251 -1.699
C 5.216 -2.564 0.624
C 5.309 -3.411 -0.587
C 6.177 -3.047 -1.619
C 6.214 -3.737 -2.816
C 5.372 -4.830 -3.025
C 4.525 -5.225 -2.016
C 4.492 -4.550 -0.778
C 3.613 -5.054 0.264
Sb 1.578 -3.900 0.262
C 0.997 -4.322 -1.738
C 0.424 -5.412 1.215
H 6.211 0.464 0.708
H 5.175 1.460 -0.324
H 6.022 0.066 -1.019
H 4.131 -0.933 -2.363
H 2.412 -0.715 -1.966
H 3.172 -2.324 -1.850
H 4.880 -3.089 1.514
H 6.172 -2.087 0.844
H 6.833 -2.195 -1.470
H 6.901 -3.428 -3.595
H 5.398 -5.369 -3.963
H 3.884 -6.091 -2.153
H 3.930 -4.927 1.295
H 3.205 -6.048 0.069
H 0.762 -5.383 -1.818
H 1.780 -4.060 -2.448
H 0.101 -3.733 -1.934
H 0.827 -6.373 0.896
H -0.616 -5.336 0.897
H 0.487 -5.329 2.299
C -6.306 0.715 1.775
C -5.570 0.994 3.091
C -4.059 1.197 2.958
C -3.237 -0.065 2.715
N -3.545 -0.750 1.450
C -3.087 -0.420 0.243
S -2.058 0.971 0.045
N -3.468 -1.182 -0.789
C -3.044 -1.021 -2.186
C -3.863 0.012 -2.952
C -5.360 -0.277 -2.968
C -6.137 0.765 -3.766
H -7.375 0.912 1.878
H -6.205 -0.322 1.447
H -5.926 1.356 0.972
H -5.769 0.189 3.808
H -5.989 1.900 3.536
H -3.671 1.644 3.879
H -3.849 1.912 2.158
H -3.416 -0.798 3.504
H -2.175 0.175 2.719
H -4.127 -1.570 1.513
H -3.910 -2.059 -0.560
H -3.146 -2.004 -2.647
H -1.991 -0.757 -2.202
H -3.483 0.036 -3.979
H -3.677 1.000 -2.523
H -5.737 -0.303 -1.941
H -5.534 -1.273 -3.391
H -5.981 1.767 -3.356
H -7.209 0.562 -3.752
H -5.814 0.780 -4.811
O -3.037 -3.644 3.178
C -1.934 -2.971 3.533
C -1.737 -2.713 4.891
C -0.630 -2.004 5.308
C 0.309 -1.533 4.388
C 0.121 -1.792 3.049
C -0.994 -2.514 2.593
C -1.215 -2.782 1.150
O -2.230 -3.365 0.760
O -0.302 -2.367 0.283
H -2.998 -3.750 2.206
H -2.473 -3.083 5.594
H -0.493 -1.811 6.366
H 1.172 -0.969 4.720
H 0.847 -1.430 2.336
F 4.891 7.777 0.495
C 4.100 6.698 0.422
C 4.419 5.588 1.175
C 3.589 4.476 1.090
C 2.466 4.478 0.268
C 2.175 5.625 -0.472
C 2.991 6.742 -0.404
Sb 1.153 2.794 0.184
C 1.070 2.669 -1.954
C -0.043 2.840 -2.776
C 0.052 2.697 -4.155
C 1.278 2.382 -4.704
F 1.376 2.243 -6.035
C 2.406 2.198 -3.929
C 2.287 2.339 -2.554
C -0.545 3.932 0.822
C -1.592 4.460 0.074
C -2.647 5.128 0.684
C -2.641 5.259 2.055
F -3.665 5.887 2.652
C -1.616 4.766 2.838
C -0.575 4.100 2.209
H 5.294 5.605 1.813
H 3.824 3.607 1.693
H 1.302 5.653 -1.115
H 2.782 7.640 -0.973
H -1.016 3.055 -2.356
H -0.807 2.828 -4.802
H 3.350 1.955 -4.402
H 3.178 2.207 -1.946
H -1.609 4.376 -1.003
H -3.463 5.546 0.107
H -1.642 4.904 3.912
H 0.230 3.708 2.825
```

Löwdin population analysis, charges in e, atoms 1 to 5: 0.13, -0.34, 1.25, -0.32, -0.32

***

# 3
Entry from the Open Molecules 2025 dataset: C22H11CuNO12 as an isolated structure (ωB97M-V with the def2-TZVPD basis set).

E_LUMO: 10.00 eV
electronic energy: -3442.556925 a.u.
Kohn-Sham gap: 4.477 eV
total charge: -5

The geometry in XYZ format:
```
47
C22H11CuNO12 (ωB97M-V with the def2-TZVPD basis set)
Cu -0.315 -1.293 -0.602
C 4.330 0.140 -2.280
C 3.970 -0.989 -1.512
C 2.457 -1.349 -1.376
O 2.056 -2.038 -0.429
C 1.625 -0.880 -2.423
C 1.960 0.195 -3.249
C 3.357 0.811 -3.083
O 3.791 1.697 -3.854
O 1.170 0.609 -4.135
O 4.799 -1.801 -1.044
H 5.392 0.315 -2.380
H 0.623 -1.312 -2.541
C 0.898 3.199 -0.598
C 0.148 2.604 0.457
C -0.712 3.607 1.332
O -1.364 3.156 2.284
C -0.640 5.005 1.050
C 0.177 5.540 0.048
C 1.027 4.589 -0.793
O 1.858 5.025 -1.618
O 0.381 6.793 0.000
O 0.034 1.396 0.731
H 1.466 2.460 -1.156
H -1.211 5.640 1.721
C -0.254 -2.598 4.824
C -1.112 -3.560 5.360
C -2.185 -4.170 4.385
O -3.179 -4.754 4.862
C -2.063 -3.877 2.997
C -1.153 -2.964 2.449
C -0.224 -2.277 3.437
O 0.389 -1.278 3.063
O -1.082 -2.816 1.198
O -1.196 -3.952 6.555
H 0.343 -2.009 5.509
H -2.701 -4.390 2.280
N -1.598 0.173 -2.831
C -2.019 -1.106 -3.051
C -2.819 -1.514 -2.019
C -2.921 -0.424 -1.098
C -2.111 0.561 -1.616
H -0.967 0.696 -3.429
H -1.872 -1.578 -4.011
H -3.404 -2.419 -2.085
H -3.378 -0.366 -0.125
H -1.773 1.502 -1.206
```

natural (NBO) population analysis, charges in e, atoms 1 to 5: 0.90, -0.54, 0.41, 0.45, -0.66

***

# 4
Entry from the Open Molecules 2025 dataset: C6H8 as an isolated structure (ωB97M-V with the def2-TZVPD basis set).

E_LUMO: 1.16 eV
electronic energy: -233.226985 a.u.
Kohn-Sham gap: 9.609 eV
energy above the lowest of the compared OMol25 structures with the same formula, charge and spin: 4.3543 eV

The geometry in XYZ format:
```
14
C6H8 (ωB97M-V with the def2-TZVPD basis set)
C -1.232 -0.375 -0.283
C -0.278 -0.284 0.961
C 0.584 -1.008 0.037
C 0.263 -0.059 -1.072
C 0.677 1.295 -0.399
C 0.279 1.079 0.904
H -1.658 -1.259 -0.768
H -2.019 0.284 -0.671
H -0.625 -0.660 2.032
H 1.472 -0.861 0.525
H 0.311 -2.139 -0.017
H 0.619 0.186 -2.208
H 1.300 2.068 -0.675
H 0.306 1.733 1.634
```

natural (NBO) population analysis, charges in e, atoms 1 to 5: -0.36, -0.27, -0.39, -0.28, -0.20

***

# 5
Entry from the Open Molecules 2025 dataset: an isolated molecule of C3H4N2S (ωB97M-V with the def2-TZVPD basis set).

SMILES: Sc1cc[nH]n1
E_LUMO: 0.97 eV
electronic energy: -624.383065 a.u.
Kohn-Sham gap: 9.543 eV
energy above the lowest of the compared OMol25 structures with the same formula, charge and spin: 1.1625 eV

The geometry in XYZ format:
```
10
C3H4N2S (ωB97M-V with the def2-TZVPD basis set)
C -0.746 0.343 -0.152
C -0.312 -0.984 -0.256
C 1.061 -0.934 0.056
H -2.275 2.114 -0.080
H -0.942 -1.861 -0.341
H 1.867 -1.745 0.081
H 2.164 0.753 0.685
N 1.323 0.353 0.355
N 0.301 1.162 0.072
S -2.442 0.799 -0.421
```

natural (NBO) population analysis, charges in e, atoms 1 to 5: -0.02, -0.36, -0.04, 0.15, 0.24

***

# 6
Entry from the Open Molecules 2025 dataset: an isolated molecule of C2H7NO (ωB97M-V with the def2-TZVPD basis set).

SMILES: NCCO
E_LUMO: 0.99 eV
electronic energy: -210.365982 a.u.
Kohn-Sham gap: 10.495 eV
energy above the lowest of the compared OMol25 structures with the same formula, charge and spin: 0.8916 eV

The geometry in XYZ format:
```
11
C2H7NO (ωB97M-V with the def2-TZVPD basis set)
C 0.020 -0.279 0.765
C 0.691 -0.091 -0.561
H -1.636 -1.150 -0.005
H -1.613 0.431 -0.187
H 0.370 -1.282 1.208
H 0.242 0.616 1.460
H 0.385 -0.764 -1.349
H 1.819 -0.179 -0.421
H 0.746 1.806 -0.393
N -1.453 -0.328 0.544
O 0.428 1.221 -1.060
```

natural (NBO) population analysis, charges in e, atoms 1 to 5: -0.25, -0.09, 0.34, 0.36, 0.20